{"formula": "C2F3N", "method": "ωB97M-V/def2-TZVPD", "mol_weight_g_mol": 95.02, "gap_ha": [0.34040, 0.33870], "e_lumo_ev": [0.52, -3.00], "e_above_lowest_kj_mol": 308.75, "energy_ev": -11706.49902, "multiplicity": 3, "elements": ["C", "C", "N", "F", "F", "F"], "positions_angstrom": [[0.42575, 1.07680, 1.43601], [0.33868, -1.02042, -0.88582], [-0.29827, 1.46481, 0.62879], [0.03478, -1.14968, 0.38427], [-1.14265, 1.89519, -0.28429], [0.64172, -2.26670, -1.27896]], "forces_ev_per_a": [[1.25, -0.19, 1.51], [0.25, -2.79, 0.82], [-1.65, 1.31, -1.68], [-0.53, 1.00, 0.43], [0.43, -0.29, 0.48], [0.24, 0.96, -1.55]], "nbo_charge": [0.237, 0.677, -0.143, -0.332, -0.099, -0.340]}